Entry from the OMol25 dataset: a 5-piece molecular cluster, C26H46B2NO20 overall (ωB97M-V/def2-TZVPD).

**HOMO level**: -3.710 eV
**Molecular weight**: 714.27 g/mol
**Net charge**: -1
**Maximum force**: 0.66 eV Å⁻¹

Positions of all 95 atoms, in Å:
H (-6.070, -6.113, 2.214)
O (2.223, 4.470, -1.191)
C (8.369, 0.347, -0.437)
H (2.855, 3.262, -8.023)
H (-1.564, -2.196, 5.113)
H (2.406, 4.413, 0.882)
H (3.096, -1.496, -1.549)
H (-1.860, 0.144, 5.791)
O (3.351, 0.745, -1.677)
C (4.231, 0.041, -0.928)
C (0.232, 1.476, 0.626)
C (3.022, 4.226, -7.551)
C (-8.359, -2.220, 0.745)
H (-0.681, 0.892, 0.777)
H (-8.703, -4.215, 3.934)
H (5.908, 3.807, -7.824)
H (7.758, 0.838, -1.198)
H (6.660, -0.660, 2.236)
H (-5.987, -5.406, 4.660)
H (9.383, 0.752, -0.496)
O (-6.055, -3.761, 3.423)
B (2.301, 3.162, -1.680)
O (5.568, 0.239, -1.433)
H (-7.703, -5.478, 2.134)
C (-2.959, -0.804, 4.200)
O (-1.209, -1.547, 1.372)
H (3.063, 5.844, 0.052)
H (2.206, 3.997, -3.423)
O (-8.684, -3.533, 1.235)
H (-7.347, -6.865, 3.177)
C (-8.389, -1.343, -1.665)
O (3.343, 1.755, 0.443)
H (-8.794, -1.576, -2.648)
C (-1.731, -1.527, 2.436)
O (1.933, 4.527, -6.675)
H (7.830, -0.817, -2.636)
C (-9.019, -2.222, -0.620)
H (4.912, 0.690, 2.455)
C (1.072, 0.893, -0.483)
H (-7.309, -1.489, -1.698)
C (-7.880, -4.386, 4.631)
H (5.442, 5.521, -7.842)
C (2.941, 4.760, -0.007)
H (3.922, 4.282, 0.007)
H (3.875, -1.848, -0.141)
C (5.535, 4.632, -7.217)
C (-6.672, -4.971, 3.927)
C (4.053, 0.565, 0.536)
O (-5.935, -1.644, 4.169)
H (7.651, 1.662, 1.021)
O (9.250, -2.244, -2.442)
H (-3.977, -0.847, 3.820)
H (-8.224, -4.964, 5.484)
H (6.262, 4.840, -6.433)
C (-6.968, -5.916, 2.799)
H (-3.039, 1.183, 4.993)
H (1.327, -0.132, -0.176)
B (2.491, 1.683, -0.791)
O (-2.051, -2.637, 3.163)
H (8.580, 0.328, 1.671)
C (-8.849, -4.344, 0.158)
C (-2.446, -2.204, 4.466)
H (-8.745, -1.469, 1.428)
H (-3.596, -0.078, 6.104)
O (-2.099, -0.413, 3.108)
O (3.775, 5.272, -5.677)
H (5.817, -0.651, -1.716)
H (-7.273, -2.138, 0.677)
H (-8.596, -0.296, -1.443)
H (-1.028, 2.981, 0.629)
C (5.277, 0.785, 1.430)
H (-10.088, -2.012, -0.522)
C (6.496, -0.149, 1.286)
C (2.422, 5.251, -5.637)
O (1.757, 5.782, -4.810)
H (0.474, 0.830, -1.398)
O (-0.130, 2.840, 0.317)
O (8.460, -1.069, -0.710)
O (-8.935, -5.530, 0.212)
O (2.165, 3.104, -3.052)
H (4.281, 3.323, -6.054)
C (8.545, -1.376, -2.009)
C (-2.854, 0.168, 5.343)
C (4.209, 4.263, -6.608)
H (3.420, -0.195, 1.037)
H (6.315, -0.923, 0.543)
N (3.972, -1.407, -1.046)
H (0.796, 1.455, 1.567)
O (-7.389, -3.110, 5.072)
H (-3.196, -2.880, 4.869)
H (3.089, 5.010, -8.312)
H (5.573, 1.830, 1.320)
C (-6.410, -2.737, 4.219)
C (7.805, 0.583, 0.943)
O (-8.894, -3.618, -0.975)

Atom charges from the Löwdin analysis, given in e for atoms 1 to 6: atom 1 (H): 0.10, atom 2 (O): 0.00, atom 3 (C): -0.19, atom 4 (H): 0.14, atom 5 (H): 0.14, atom 6 (H): 0.09

---

Entry from the OMol25 dataset: one molecule with the formula C4H7NO (ωB97M-V/def2-TZVPD).

**HOMO level**: -9.156 eV
**Relative energy (zero: lowest compared OMol25 entry of this formula, charge and spin)**: 1.621 eV
**Molecular weight**: 85.11 g/mol
**Maximum force**: 0.51 eV Å⁻¹
**Structure (SMILES)**: CC1=NCCO1

Positions of all 13 atoms, in Å:
H (0.567, -1.851, -0.885)
H (-0.992, 2.231, 0.263)
H (1.639, 0.670, 0.148)
H (-1.143, -2.185, -1.176)
O (-0.876, 0.374, -0.697)
N (0.202, -0.268, 1.194)
C (-0.415, -1.954, -0.402)
H (0.183, 2.084, -1.075)
H (-0.328, -2.726, 0.359)
C (0.778, 1.000, 0.750)
C (-0.253, 1.579, -0.212)
H (1.143, 1.644, 1.546)
C (-0.504, -0.597, 0.188)

Atom charges from the natural (NBO) analysis, given in e for atoms 1 to 6: atom 1 (H): 0.23, atom 2 (H): 0.18, atom 3 (H): 0.18, atom 4 (H): 0.23, atom 5 (O): -0.50, atom 6 (N): -0.50

---

Entry from the OMol25 dataset: C8H18MgN3O5 as an isolated structure (ωB97M-V/def2-TZVPD).

**HOMO level**: -11.542 eV
**Molecular weight**: 260.55 g/mol
**Net charge**: +1
**Maximum force**: 1.08 eV Å⁻¹

Positions of all 35 atoms, in Å:
O (2.255, 2.057, 1.675)
H (-1.528, -1.613, 3.352)
H (0.005, -2.045, 2.591)
H (-1.492, 2.711, 0.025)
N (-0.555, 0.052, -2.080)
H (-2.412, 2.803, 2.187)
Mg (-0.561, 0.132, 0.142)
N (2.534, -1.073, -3.978)
C (-0.916, -1.478, 2.462)
H (1.510, 0.342, -1.988)
O (1.234, 0.630, 0.269)
H (-1.222, -0.711, -2.187)
C (0.793, 0.401, 2.616)
H (3.139, -0.357, -3.569)
H (2.812, -1.203, -4.951)
H (-2.594, 0.391, 2.454)
H (-0.848, 0.827, -2.664)
O (-2.526, -2.879, 1.364)
C (1.077, -0.681, -3.840)
C (-1.634, 0.860, 2.679)
H (0.772, 1.052, 3.490)
H (0.487, -1.505, -4.234)
H (2.725, -1.945, -3.479)
H (-0.637, 2.730, 2.206)
C (0.808, -0.402, -2.372)
C (-1.548, 2.188, 1.954)
C (-1.636, -2.076, 1.227)
O (-1.161, -1.623, 0.087)
O (-1.535, 1.886, 0.518)
H (1.398, -0.470, 2.865)
H (0.974, -1.312, -1.790)
H (0.926, 0.199, -4.461)
C (1.514, 1.126, 1.449)
N (-0.567, -0.052, 2.224)
H (-1.591, 1.037, 3.757)

Atom charges from the natural (NBO) analysis, given in e for atoms 1 to 6: atom 1 (O): -0.62, atom 2 (H): 0.22, atom 3 (H): 0.23, atom 4 (H): 0.51, atom 5 (N): -0.89, atom 6 (H): 0.21

---

Entry from the OMol25 dataset: a 2-piece molecular cluster, C5H12N2O overall (ωB97M-V/def2-TZVPD).

**HOMO level**: -8.754 eV
**Relative energy (zero: lowest compared OMol25 entry of this formula, charge and spin)**: 3.683 eV
**Molecular weight**: 116.16 g/mol
**Maximum force**: 3.52 eV Å⁻¹
**Structure (SMILES)**: C=C(C)C=O.NCN

Positions of all 20 atoms, in Å:
H (1.489, 1.255, 1.968)
H (-0.507, 0.904, -1.675)
H (-0.717, 1.644, 1.324)
C (0.092, -1.637, -1.321)
H (-1.200, -1.418, 1.598)
O (-2.266, 0.919, -0.674)
H (0.800, -0.215, 0.740)
H (0.149, -2.718, -1.336)
H (0.079, 2.494, 0.109)
C (-1.503, -1.659, 0.575)
H (0.681, -1.126, -2.070)
N (-0.061, 1.591, 0.553)
H (3.156, 1.260, 0.396)
C (-0.589, -0.966, -0.391)
H (-1.508, -2.741, 0.439)
C (-1.119, 0.569, -0.818)
C (1.205, 0.949, 0.953)
N (2.221, 1.367, 0.020)
H (-2.531, -1.308, 0.456)
H (2.128, 0.836, -0.845)

Atom charges from the natural (NBO) analysis, given in e for atoms 1 to 6: atom 1 (H): 0.19, atom 2 (H): 0.10, atom 3 (H): 0.39, atom 4 (C): -0.39, atom 5 (H): 0.21, atom 6 (O): -0.66

---

Entry from the OMol25 dataset: C40H68N10 as an isolated structure (ωB97M-V/def2-TZVPD).

**HOMO level**: -6.733 eV
**Relative energy (zero: lowest compared OMol25 entry of this formula, charge and spin)**: 41.041 eV
**Molecular weight**: 689.05 g/mol
**Maximum force**: 17.89 eV Å⁻¹

Positions of all 118 atoms, in Å:
C (2.140, -0.828, 1.352)
H (-0.352, -1.261, -2.592)
H (-1.645, -5.806, -1.759)
H (2.482, -2.999, 4.424)
C (1.751, -3.153, 3.630)
C (-3.453, 1.762, 1.588)
C (-1.371, -1.620, 2.742)
H (0.173, -4.806, 1.580)
C (0.398, -1.624, -3.295)
H (-3.318, 0.962, 0.860)
H (0.188, 3.207, 1.386)
H (4.600, 1.032, -0.080)
H (3.539, 0.778, -1.505)
C (0.392, 2.273, 1.910)
C (-1.580, 1.623, -4.083)
C (-2.834, -3.480, -2.974)
H (1.243, 0.353, -3.280)
H (0.247, -0.632, 0.874)
H (0.712, 3.322, -2.570)
C (3.861, 0.348, 0.309)
N (0.600, -4.116, -2.398)
C (0.044, 0.911, -0.571)
H (-2.678, 2.827, -5.204)
C (2.728, 2.485, -2.474)
N (4.216, -0.988, 0.488)
H (3.286, 2.967, 3.841)
H (1.872, 1.322, 0.804)
H (-3.358, 2.782, -1.426)
H (-4.400, 3.396, -3.583)
H (-0.164, 2.186, 2.843)
H (2.949, -3.541, 1.848)
H (0.129, 1.414, 1.291)
C (0.303, -2.865, 0.750)
C (-1.461, -4.043, -2.850)
C (2.128, -4.005, 2.393)
H (-0.916, -3.339, -0.118)
C (1.619, -0.661, -3.138)
H (-1.713, 2.075, -1.006)
N (-1.359, -2.221, -1.345)
C (-1.084, -4.875, -1.681)
C (-2.797, -1.104, 3.141)
N (-0.805, 0.760, -3.984)
H (0.003, -1.713, -4.307)
H (0.995, 2.350, -1.109)
H (-1.735, 3.826, 0.540)
H (2.933, 0.078, -1.633)
N (1.878, 5.564, 3.095)
H (1.140, -1.054, 1.693)
H (0.893, -3.572, 4.154)
H (-4.711, 3.042, 0.421)
H (-2.043, 3.620, -3.757)
N (4.130, 2.986, 0.671)
N (-3.948, -3.107, -3.030)
C (2.067, 4.425, 3.273)
C (-0.923, 1.568, -1.560)
H (-0.781, -3.197, -2.946)
C (1.432, 3.082, -1.788)
H (2.336, -0.865, -3.934)
H (4.855, 1.762, -2.149)
H (1.364, -4.478, 0.398)
H (1.543, -0.596, -0.937)
C (-0.514, -0.280, 0.177)
C (-2.503, 2.707, -4.135)
H (2.461, 2.373, 1.422)
H (3.398, -2.722, 1.402)
H (-2.943, 4.804, -0.169)
H (-4.693, 1.612, -1.608)
H (-2.667, 3.112, -0.771)
N (-1.176, 1.702, 2.919)
H (1.675, 2.704, 4.374)
C (0.522, -3.014, -2.790)
H (1.559, -2.117, 3.351)
C (-2.174, 1.768, 2.339)
C (2.256, 2.947, 3.484)
C (-2.729, 3.768, 0.097)
C (-3.874, 2.453, -3.431)
C (4.004, 2.405, -0.364)
C (-0.963, -1.371, -0.694)
C (-0.067, -0.951, 4.860)
H (5.114, -1.358, 0.211)
H (-3.544, -1.517, 2.463)
H (-0.027, -5.140, -1.701)
H (0.686, -1.177, 2.942)
H (-4.065, 3.856, 1.742)
H (2.376, -5.033, 2.659)
H (-1.249, -5.051, 0.431)
H (-1.364, -1.472, 1.662)
H (-3.042, -0.042, 3.147)
N (-0.110, -1.822, 0.434)
C (3.872, 1.801, -1.680)
C (-1.482, -4.257, -0.279)
C (-3.783, 3.122, 0.987)
H (-1.258, -4.708, -3.690)
H (-3.008, -1.448, 4.153)
C (-3.744, 1.953, -2.021)
H (0.974, 0.712, -1.103)
C (-0.220, -0.813, 3.427)
C (3.280, -1.656, 1.271)
H (1.706, 3.976, -1.227)
H (-3.047, 1.124, -1.897)
H (2.780, -1.708, -1.538)
H (2.477, 1.840, -3.316)
H (-4.198, 1.521, 2.346)
H (-1.396, -0.040, 0.771)
H (-2.558, -4.122, -0.171)
H (-0.360, 0.229, 3.140)
N (0.046, -1.086, 6.010)
H (-1.212, -2.675, 2.963)
H (-0.396, 2.305, -2.165)
H (-1.378, 0.781, -2.162)
C (2.259, -0.772, -1.740)
C (0.950, -4.085, 1.326)
H (2.084, 1.104, 2.664)
C (2.562, 0.493, 0.863)
H (3.150, 3.292, -3.073)
C (1.865, 2.106, 2.295)
H (-4.341, 1.682, -4.043)
H (0.287, 1.643, 0.200)

Atom charges from the Löwdin analysis, given in e for atoms 1 to 6: atom 1 (C): -0.07, atom 2 (H): 0.06, atom 3 (H): 0.12, atom 4 (H): 0.09, atom 5 (C): -0.08, atom 6 (C): -0.13

---

Entry from the OMol25 dataset: one molecule with the formula C2H5NO3 (ωB97M-V/def2-TZVPD).

**HOMO level**: -10.274 eV
**Relative energy (zero: lowest compared OMol25 entry of this formula, charge and spin)**: 2.086 eV
**Molecular weight**: 91.07 g/mol
**Maximum force**: 1.47 eV Å⁻¹
**Structure (SMILES)**: COC(=O)NO

Positions of all 11 atoms, in Å:
H (1.058, 2.166, 1.008)
N (-0.301, -1.375, -1.064)
H (-0.912, -2.200, -0.905)
O (1.044, -1.843, -1.002)
O (0.466, 0.517, -0.055)
C (-0.567, -0.335, -0.115)
H (-0.067, 0.985, 1.873)
O (-1.611, -0.174, 0.454)
H (-0.673, 2.214, 0.664)
C (0.149, 1.545, 0.960)
H (1.414, -1.501, -1.817)

Atom charges from the natural (NBO) analysis, given in e for atoms 1 to 6: atom 1 (H): 0.19, atom 2 (N): -0.37, atom 3 (H): 0.38, atom 4 (O): -0.55, atom 5 (O): -0.50, atom 6 (C): 0.86

---

Number 1: calculated total energy -71506.811 eV, gap between HOMO and LUMO 5.3 eV. Number 2: calculated total energy -7798.023 eV, gap between HOMO and LUMO 10.2 eV. Number 3: calculated total energy -28738.204 eV, gap between HOMO and LUMO 7.7 eV. Number 4: calculated total energy -10404.741 eV, gap between HOMO and LUMO 9.6 eV. Number 5: calculated total energy -57441.436 eV, gap between HOMO and LUMO 7.0 eV. Number 6: calculated total energy -9786.104 eV, gap between HOMO and LUMO 11.1 eV.